1.
DFT (wB97M-V/def2-TZVPD) results for one molecule with the formula C2H2N2OS at a distorted geometry.

Relative energy (zero: lowest compared OMol25 entry of this formula, charge and spin) (kJ/mol): 317.3
Kohn-Sham gap (eV): 8.89
LUMO level (hartree): -0.0260
Calculated total energy (eV): -17965.688
Structure (SMILES): N#CC(=S)NO
HOMO level (eV): -9.594

```
! wB97M-V def2-TZVPD RIJCOSX def2/J DEFGRID3
* xyz 0 1
C 0.113 -0.065 0.130
C 0.418 -0.932 1.204
H -0.224 1.193 -1.824
H 2.233 0.011 -0.562
N 1.071 0.134 -0.720
N 0.447 -1.931 1.852
O 0.619 0.733 -1.918
S -1.298 0.719 0.113
*
```

2.
DFT (wB97M-V/def2-TZVPD) results for C2H2N2OS as an isolated structure at a distorted geometry.

Relative energy (zero: lowest compared OMol25 entry of this formula, charge and spin) (kJ/mol): 427.5
Kohn-Sham gap (spin up / spin down) (eV): 7.39 / 7.40
LUMO level (spin up / spin down) (hartree): -0.0272 / -0.0271
Calculated total energy (eV): -17964.545
HOMO level (spin up / spin down) (eV): -8.132 / -8.136

```
! wB97M-V def2-TZVPD RIJCOSX def2/J DEFGRID3
* xyz 0 1
C -1.495 -0.100 -0.592
C -0.599 0.941 -0.353
N -0.034 -0.251 -2.375
N -0.943 -0.830 -1.549
O 0.276 1.090 -1.308
S 0.516 -0.237 -3.837
H -2.336 -0.562 0.021
H -0.535 1.449 0.621
*
```

3.
DFT (wB97M-V/def2-TZVPD) results for a 2-piece molecular cluster, C2H2N2OS2 overall at a distorted geometry.

Relative energy (zero: lowest compared OMol25 entry of this formula, charge and spin) (kJ/mol): 330.9
Kohn-Sham gap (spin up / spin down) (eV): 6.89 / 7.24
LUMO level (spin up / spin down) (hartree): -0.0505 / -0.0576
Calculated total energy (eV): -28800.194
HOMO level (spin up / spin down) (eV): -8.266 / -8.808

```
! wB97M-V def2-TZVPD RIJCOSX def2/J DEFGRID3
* xyz 0 1
C 0.670 -0.500 -1.698
C 0.481 0.932 0.327
N 0.497 -1.135 -0.632
N 0.331 -0.364 0.490
O -1.389 0.043 2.425
S 0.538 1.260 -1.352
S -1.585 1.448 1.785
H 0.711 -1.021 -2.645
H -0.254 -0.664 1.299
*
```

4.
DFT (wB97M-V/def2-TZVPD) results for an isolated ion of composition C2H2N3O and charge +1 at a distorted geometry.

Relative energy (zero: lowest compared OMol25 entry of this formula, charge and spin) (kJ/mol): 323.1
Kohn-Sham gap (spin up / spin down) (eV): 7.66 / 7.66
LUMO level (spin up / spin down) (hartree): -0.2704 / -0.2704
Calculated total energy (eV): -8611.505
HOMO level (spin up / spin down) (eV): -15.020 / -15.019

```
! wB97M-V def2-TZVPD RIJCOSX def2/J DEFGRID3
* xyz 1 1
C -0.684 -0.342 -0.008
C -2.026 -0.377 -0.032
N -0.064 0.865 0.002
N 1.131 0.834 -0.158
N 2.108 0.314 0.302
O -3.155 -0.420 0.008
H -0.406 -1.393 -0.158
H 3.095 0.520 0.044
*
```

5.
DFT (wB97M-V/def2-TZVPD) results for an isolated ion of composition C2H2N3O and charge +1 at a distorted geometry.

Relative energy (zero: lowest compared OMol25 entry of this formula, charge and spin) (kJ/mol): 164.8
Kohn-Sham gap (eV): 8.33
LUMO level (hartree): -0.2129
Calculated total energy (eV): -8613.146
HOMO level (eV): -14.126

```
! wB97M-V def2-TZVPD RIJCOSX def2/J DEFGRID3
* xyz 1 1
C 0.291 -0.598 0.701
C -0.008 0.856 -1.096
N -2.027 -0.160 1.044
N -0.941 -0.414 0.967
N 0.743 0.046 -0.496
O -0.715 1.577 -1.606
H 0.991 -1.095 1.341
H 1.666 -0.212 -0.854
*
```

6.
DFT (wB97M-V/def2-TZVPD) results for an isolated ion of composition C2H2N3O and charge +1.

Relative energy (zero: lowest compared OMol25 entry of this formula, charge and spin) (kJ/mol): 0.0
Kohn-Sham gap (spin up / spin down) (eV): 10.85 / 9.71
LUMO level (spin up / spin down) (hartree): -0.1738 / -0.3331
Calculated total energy (eV): -8612.737
<S²>: 2.020
HOMO level (spin up / spin down) (eV): -15.583 / -18.774

```
! wB97M-V def2-TZVPD RIJCOSX def2/J DEFGRID3
* xyz 1 3
C -0.218 0.843 0.008
C -2.091 -0.422 -0.013
N -1.240 1.725 0.010
N -2.344 1.246 -0.013
N -0.703 -0.404 -0.010
O -2.927 -1.226 0.014
H 0.829 1.115 0.023
H -0.143 -1.258 -0.023
*
```

7.
DFT (wB97M-V/def2-TZVPD) results for C2H2N3P as an isolated structure at a distorted geometry.

Relative energy (zero: lowest compared OMol25 entry of this formula, charge and spin) (kJ/mol): 205.2
Kohn-Sham gap (eV): 9.94
LUMO level (hartree): -0.0031
Calculated total energy (eV): -15862.576
HOMO level (eV): -10.022

```
! wB97M-V def2-TZVPD RIJCOSX def2/J DEFGRID3
* xyz 0 1
C -2.094 0.816 3.826
C -0.826 -0.429 2.288
N -2.906 1.496 4.296
N -0.460 -0.794 1.176
N -1.138 0.182 3.243
P -0.349 0.553 0.128
H -0.939 -0.221 -0.857
H 1.107 0.458 -0.580
*
```

8.
DFT (wB97M-V/def2-TZVPD) results for one molecule with the formula C2H2N3P at a distorted geometry.

Relative energy (zero: lowest compared OMol25 entry of this formula, charge and spin) (kJ/mol): 254.2
Kohn-Sham gap (eV): 7.85
LUMO level (hartree): -0.0333
Calculated total energy (eV): -15862.068
HOMO level (eV): -8.753

```
! wB97M-V def2-TZVPD RIJCOSX def2/J DEFGRID3
* xyz 0 1
C -1.870 -0.019 1.082
C 1.241 -0.880 -1.410
N -2.524 -0.738 1.703
N 1.248 0.170 -0.896
N -1.118 0.837 0.479
P 0.247 1.473 0.105
H 1.437 -1.796 -1.987
H 1.339 0.953 0.923
*
```

9.
DFT (wB97M-V/def2-TZVPD) results for an isolated ion of composition C2H2N3S and charge +1 at a distorted geometry.

Relative energy (zero: lowest compared OMol25 entry of this formula, charge and spin) (kJ/mol): 2.4
Kohn-Sham gap (spin up / spin down) (eV): 6.67 / 6.58
LUMO level (spin up / spin down) (hartree): -0.3003 / -0.3057
Calculated total energy (eV): -17400.669
Structure (SMILES): N#C/[NH+]=C\N=S
HOMO level (spin up / spin down) (eV): -14.838 / -14.894

```
! wB97M-V def2-TZVPD RIJCOSX def2/J DEFGRID3
* xyz 1 1
C 0.443 0.663 -0.133
C -1.256 -1.039 -0.085
N 1.475 0.110 0.427
N -1.528 -2.160 -0.042
N -0.852 0.215 -0.153
S 2.931 -0.230 0.696
H 0.429 1.604 -0.603
H -1.642 0.836 -0.107
*
```

10.
DFT (wB97M-V/def2-TZVPD) results for an isolated ion of composition C2H2N3S2 and charge -1 at a distorted geometry.

Relative energy (zero: lowest compared OMol25 entry of this formula, charge and spin) (kJ/mol): 35.6
Kohn-Sham gap (eV): 7.02
LUMO level (hartree): 0.1352
Calculated total energy (eV): -28247.593
Structure (SMILES): S=c1ncn([S-])[nH]1
HOMO level (eV): -3.337

```
! wB97M-V def2-TZVPD RIJCOSX def2/J DEFGRID3
* xyz -1 1
C -0.488 1.056 -0.338
C 0.271 -0.850 -0.804
N -0.264 0.204 -1.383
N 0.274 -0.763 0.569
N -0.071 0.646 0.847
S -0.220 1.463 2.251
S 0.688 -2.267 -1.566
H -1.073 1.905 -0.619
H 0.883 -1.393 1.044
*
```

11.
DFT (wB97M-V/def2-TZVPD) results for an isolated ion of composition C2H2N3S2 and charge +1 at a distorted geometry.

Relative energy (zero: lowest compared OMol25 entry of this formula, charge and spin) (kJ/mol): 313.5
Kohn-Sham gap (spin up / spin down) (eV): 5.78 / 5.90
LUMO level (spin up / spin down) (hartree): -0.2730 / -0.2701
Calculated total energy (eV): -28233.325
HOMO level (spin up / spin down) (eV): -13.211 / -13.247

```
! wB97M-V def2-TZVPD RIJCOSX def2/J DEFGRID3
* xyz 1 1
C 0.106 -1.362 -0.010
C 1.422 -1.015 0.027
N -2.221 -0.596 0.027
N 0.251 1.375 0.113
N -1.007 -0.856 -0.113
S 1.687 0.781 0.147
S -2.953 0.732 0.260
H 2.393 -1.457 -0.278
H 0.323 2.397 -0.173
*
```

12.
DFT (wB97M-V/def2-TZVPD) results for a 2-piece molecular cluster, C2H2N4O2 overall at a distorted geometry.

Relative energy (zero: lowest compared OMol25 entry of this formula, charge and spin) (kJ/mol): 776.7
Kohn-Sham gap (eV): 9.23
LUMO level (hartree): -0.0465
Calculated total energy (eV): -12154.698
HOMO level (eV): -10.496

```
! wB97M-V def2-TZVPD RIJCOSX def2/J DEFGRID3
* xyz 0 1
C 0.760 1.038 -0.207
C -0.528 0.512 -0.273
H -2.116 -0.349 0.600
H 0.969 2.216 0.067
N -0.352 -0.961 -0.246
N 0.781 -1.488 0.003
N 1.857 -0.903 0.100
N 1.896 0.382 -0.054
O -1.623 -1.381 -0.112
O -1.642 0.933 0.121
*
```

13.
DFT (wB97M-V/def2-TZVPD) results for one molecule with the formula C2H2N4O2 at a distorted geometry.

Relative energy (zero: lowest compared OMol25 entry of this formula, charge and spin) (kJ/mol): 523.1
Kohn-Sham gap (eV): 9.36
LUMO level (hartree): -0.0517
Calculated total energy (eV): -12157.325
Structure (SMILES): O=Cc1nnnn1O
HOMO level (eV): -10.767

```
! wB97M-V def2-TZVPD RIJCOSX def2/J DEFGRID3
* xyz 0 1
C -0.274 0.161 0.433
C -0.650 1.171 -0.549
H 0.660 0.037 -1.628
H -1.352 1.837 -0.107
N 0.602 -0.796 0.008
N 0.580 -1.728 0.943
N -0.087 -1.237 1.969
N -0.717 -0.039 1.658
O 1.327 -0.698 -1.082
O -0.090 1.292 -1.645
*
```

14.
DFT (wB97M-V/def2-TZVPD) results for one molecule with the formula C2H2N4O2 at a distorted geometry.

Relative energy (zero: lowest compared OMol25 entry of this formula, charge and spin) (kJ/mol): 334.2
Kohn-Sham gap (eV): 10.52
LUMO level (hartree): -0.0186
Calculated total energy (eV): -12159.284
Structure (SMILES): NC(=O)c1nnon1
HOMO level (eV): -11.030

```
! wB97M-V def2-TZVPD RIJCOSX def2/J DEFGRID3
* xyz 0 1
C 0.057 0.027 1.118
C -0.525 0.147 -0.222
H 1.832 -0.490 0.146
H 1.856 -0.783 1.888
N 1.363 -0.422 1.072
N 0.170 -0.002 -1.400
N -0.555 0.241 -2.372
N -1.773 0.464 -0.475
O -0.610 0.272 2.092
O -1.815 0.546 -1.848
*
```

15.
DFT (wB97M-V/def2-TZVPD) results for one molecule with the formula C2H2N4OS at a distorted geometry.

Relative energy (zero: lowest compared OMol25 entry of this formula, charge and spin) (kJ/mol): 534.7
Kohn-Sham gap (eV): 7.94
LUMO level (hartree): -0.0642
Calculated total energy (eV): -20942.410
Structure (SMILES): [H]/N=C\n1nnc(=S)o1
HOMO level (eV): -9.681

```
! wB97M-V def2-TZVPD RIJCOSX def2/J DEFGRID3
* xyz 0 1
C -1.225 -0.839 -0.555
C 1.591 1.238 -0.078
H -1.135 -2.494 0.763
H -1.971 -0.292 -1.307
N -1.428 -2.170 -0.085
N -0.646 0.536 0.079
N 0.215 0.037 1.112
N 1.471 0.469 1.122
O 0.311 1.266 -0.776
S 2.817 2.250 -0.276
*
```

16.
DFT (wB97M-V/def2-TZVPD) results for one molecule with the formula C2H2N4OS at a distorted geometry.

Relative energy (zero: lowest compared OMol25 entry of this formula, charge and spin) (kJ/mol): 111.6
Kohn-Sham gap (eV): 9.80
LUMO level (hartree): -0.0320
Calculated total energy (eV): -20946.796
Structure (SMILES): O=C(S)n1cnnn1
HOMO level (eV): -10.666

```
! wB97M-V def2-TZVPD RIJCOSX def2/J DEFGRID3
* xyz 0 1
C 0.764 -0.729 -0.325
C -1.462 0.407 -0.454
H 2.731 -1.704 -0.054
H -1.896 -0.412 -0.976
N -0.135 0.301 -0.105
N -1.945 1.428 0.335
N -0.995 1.767 1.085
N 0.050 1.166 0.987
O 0.546 -1.848 -0.882
S 2.340 -0.375 0.389
*
```

17.
DFT (wB97M-V/def2-TZVPD) results for one molecule with the formula C2H2N6 at a distorted geometry.

Relative energy (zero: lowest compared OMol25 entry of this formula, charge and spin) (kJ/mol): 331.5
Kohn-Sham gap (eV): 8.43
LUMO level (hartree): -0.0473
Calculated total energy (eV): -11040.470
Structure (SMILES): [H]/N=c1/nncnnn1
HOMO level (eV): -9.716

```
! wB97M-V def2-TZVPD RIJCOSX def2/J DEFGRID3
* xyz 0 1
C -0.913 -0.373 -0.060
C 1.520 -0.178 0.442
H -2.399 0.525 0.554
H 2.209 -0.600 1.041
N -2.086 -0.414 0.529
N -0.028 -1.303 -0.835
N 1.155 -1.155 -0.531
N 0.982 1.016 0.433
N 0.247 1.556 -0.627
N -0.687 0.926 -0.946
*
```

18.
DFT (wB97M-V/def2-TZVPD) results for an isolated ion of composition C2H2NO2 and charge -1 at a distorted geometry.

Relative energy (zero: lowest compared OMol25 entry of this formula, charge and spin) (kJ/mol): 65.9
Kohn-Sham gap (eV): 8.07
LUMO level (hartree): 0.1670
Calculated total energy (eV): -7691.740
Structure (SMILES): [H]/N=C/C(=O)[O-]
HOMO level (eV): -3.522

```
! wB97M-V def2-TZVPD RIJCOSX def2/J DEFGRID3
* xyz -1 1
C -0.823 -0.355 0.010
C -2.546 -0.133 0.070
N -0.008 -0.156 0.955
O -2.768 1.005 0.536
O -3.187 -1.037 -0.487
H -0.595 -0.800 -1.085
H 0.908 -0.305 0.746
*
```

19.
DFT (wB97M-V/def2-TZVPD) results for a 2-piece molecular cluster, C2H2NO2P overall at a distorted geometry.

Relative energy (zero: lowest compared OMol25 entry of this formula, charge and spin) (kJ/mol): 492.9
Kohn-Sham gap (eV): 9.24
LUMO level (hartree): -0.0202
Calculated total energy (eV): -16975.020
Structure (SMILES): [O-][N+]#P.C#CO
HOMO level (eV): -9.791

```
! wB97M-V def2-TZVPD RIJCOSX def2/J DEFGRID3
* xyz 0 1
C -0.899 0.017 1.080
C -0.686 0.451 -0.014
N 3.199 -2.045 -0.402
O 3.682 -3.154 -0.200
O -0.402 0.543 -1.264
P 2.712 -0.648 -0.613
H -1.039 -0.007 2.144
H 0.037 -0.290 -1.435
*
```

20.
DFT (wB97M-V/def2-TZVPD) results for an isolated ion of composition C2H2NO3 and charge -1 at a distorted geometry.

Relative energy (zero: lowest compared OMol25 entry of this formula, charge and spin) (kJ/mol): 345.6
Kohn-Sham gap (eV): 8.51
LUMO level (hartree): 0.1634
Calculated total energy (eV): -9738.071
Structure (SMILES): C=[N+]([O-])C(=O)[O-]
HOMO level (eV): -4.059

```
! wB97M-V def2-TZVPD RIJCOSX def2/J DEFGRID3
* xyz -1 1
C -1.174 -0.113 0.168
C 1.276 0.540 -0.165
N 0.023 -0.584 0.027
O 2.296 -0.047 -0.251
O 0.241 -1.788 -0.103
O 0.745 1.800 -0.147
H -2.063 -0.778 0.062
H -1.344 0.969 0.409
*
```